ORCA calculation (ωB97M-V/def2-TZVPD) on 6 unconnected molecules or ions with the total composition C40H90N6O3.

Each atom is followed by the atoms it is bonded to, with distances in Å.
CARTESIAN COORDINATES (ANGSTROEM)
1 N 0.837 -0.866 -0.752  O2 1.270, O3 1.227, O4 1.211
2 O 1.110 -1.715 -1.656  N1 1.270
3 O 0.096 -1.243 0.150  N1 1.227
4 O 1.134 0.302 -0.870  N1 1.211
5 C 1.862 3.045 -2.712  C6 1.519, H14 1.090, H15 1.090, H16 1.090
6 C 1.699 3.404 -1.245  C5 1.519, C7 1.582, H17 1.090, H18 1.090
7 C 2.963 3.138 -0.332  C6 1.582, N8 1.566, H19 1.090, H20 1.090
8 N 2.688 3.304 1.202  C7 1.566, C9 1.547, C10 1.580, C13 1.579
9 C 1.897 4.605 1.476  N8 1.547, H21 1.090, H22 1.090, H23 1.090
10 C 4.024 3.456 2.032  N8 1.580, C11 1.565, H24 1.090, H25 1.090
11 C 3.904 2.434 3.211  C10 1.565, C12 1.548, H26 1.090, H27 1.090
12 C 2.416 2.012 3.241  C11 1.548, C13 1.552, H28 1.090, H29 1.090
13 C 1.885 2.076 1.783  N8 1.579, C12 1.552, H30 1.090, H31 1.090
14 H 2.347 3.689 -3.446  C5 1.090
15 H 0.904 2.962 -3.223  C5 1.090
16 H 2.298 2.049 -2.785  C5 1.090
17 H 0.913 2.831 -0.754  C6 1.090
18 H 1.443 4.459 -1.146  C6 1.090
19 H 3.846 3.701 -0.634  C7 1.090
20 H 3.258 2.096 -0.459  C7 1.090
21 H 0.916 4.541 1.007  C9 1.090
22 H 2.433 5.470 1.084  C9 1.090
23 H 1.857 4.707 2.561  C9 1.090
24 H 4.134 4.462 2.436  C10 1.090
25 H 4.821 3.328 1.299  C10 1.090
26 H 4.251 2.966 4.097  C11 1.090
27 H 4.568 1.580 3.072  C11 1.090
28 H 1.736 2.642 3.814  C12 1.090
29 H 2.307 0.976 3.562  C12 1.090
30 H 0.818 2.220 1.618  C13 1.090
31 H 2.204 1.167 1.273  C13 1.090
32 C -5.447 5.267 3.638  C33 1.565, H41 1.090, H42 1.090, H43 1.090
33 C -5.245 4.209 2.504  C32 1.565, C34 1.526, H44 1.090, H45 1.090
34 C -4.341 2.987 2.634  C33 1.526, N35 1.523, H46 1.090, H47 1.090
35 N -4.140 2.172 1.363  C34 1.523, C36 1.591, C37 1.590, C40 1.608
36 C -5.457 1.894 0.514  N35 1.591, H48 1.090, H49 1.090, H50 1.090
37 C -2.915 2.612 0.450  N35 1.590, C38 1.534, H51 1.090, H52 1.090
38 C -2.223 1.349 -0.078  C37 1.534, C39 1.587, H53 1.090, H54 1.090
39 C -2.999 0.113 0.546  C38 1.587, C40 1.555, H55 1.090, H56 1.090
40 C -3.596 0.737 1.840  N35 1.608, C39 1.555, H57 1.090, H58 1.090
41 H -6.027 4.855 4.464  C32 1.090
42 H -5.895 6.212 3.329  C32 1.090
43 H -4.508 5.489 4.144  C32 1.090
44 H -5.040 4.791 1.605  C33 1.090
45 H -6.282 3.877 2.475  C33 1.090
46 H -4.818 2.305 3.338  C34 1.090
47 H -3.361 3.382 2.901  C34 1.090
48 H -5.842 2.846 0.149  C36 1.090
49 H -6.159 1.334 1.131  C36 1.090
50 H -5.239 1.392 -0.429  C36 1.090
51 H -3.302 3.259 -0.338  C37 1.090
52 H -2.322 3.285 1.069  C37 1.090
53 H -2.274 1.254 -1.162  C38 1.090
54 H -1.269 1.479 0.435  C38 1.090
55 H -3.653 -0.326 -0.208  C39 1.090
56 H -2.269 -0.646 0.825  C39 1.090
57 H -4.357 0.120 2.318  C40 1.090
58 H -2.757 0.911 2.514  C40 1.090
59 C 0.103 0.894 9.602  C60 1.545, H68 1.090, H69 1.090, H70 1.090
60 C -0.629 0.050 8.535  C59 1.545, C61 1.550, H71 1.090, H72 1.090
61 C -0.102 0.259 7.092  C60 1.550, N62 1.533, H73 1.090, H74 1.090
62 N -0.457 -0.861 6.107  C61 1.533, C63 1.591, C64 1.567, C67 1.541
63 C 0.104 -2.259 6.620  N62 1.591, H75 1.090, H76 1.090, H77 1.090
64 C 0.049 -0.498 4.669  N62 1.567, C65 1.499, H78 1.090, H79 1.090
65 C -1.052 -0.903 3.734  C64 1.499, C66 1.571, H80 1.090, H81 1.090
66 C -2.309 -0.468 4.570  C65 1.571, C67 1.482, H82 1.090, H83 1.090
67 C -1.978 -1.001 5.912  N62 1.541, C66 1.482, H84 1.090, H85 1.090
68 H -0.511 0.923 10.502  C59 1.090
69 H 0.185 1.939 9.302  C59 1.090
70 H 1.088 0.482 9.820  C59 1.090
71 H -1.608 0.527 8.495  C60 1.090
72 H -0.877 -0.951 8.886  C60 1.090
73 H 0.973 0.433 7.137  C61 1.090
74 H -0.578 1.147 6.675  C61 1.090
75 H 0.410 -2.945 5.830  C63 1.090
76 H -0.641 -2.630 7.325  C63 1.090
77 H 1.044 -2.062 7.135  C63 1.090
78 H 0.954 -1.091 4.541  C64 1.090
79 H 0.233 0.575 4.619  C64 1.090
80 H -0.931 -1.986 3.709  C65 1.090
81 H -0.991 -0.356 2.793  C65 1.090
82 H -3.242 -0.694 4.055  C66 1.090
83 H -2.328 0.622 4.570  C66 1.090
84 H -2.190 -2.061 5.768  C67 1.090
85 H -2.541 -0.446 6.663  C67 1.090
86 C 0.607 -5.510 0.752  C87 1.503, H95 1.090, H96 1.090, H97 1.090
87 C -0.236 -5.291 -0.473  C86 1.503, C88 1.585, H98 1.090, H99 1.090
88 C -1.775 -5.137 -0.121  C87 1.585, N89 1.525, H100 1.090, H101 1.090
89 N -2.600 -4.633 -1.300  C88 1.525, C90 1.580, C91 1.576, C94 1.560
90 C -2.146 -3.189 -1.753  N89 1.580, H102 1.090, H103 1.090, H104 1.090
91 C -4.098 -4.646 -0.811  N89 1.576, C92 1.488, H105 1.090, H106 1.090
92 C -4.868 -4.771 -2.077  C91 1.488, C93 1.502, H107 1.090, H108 1.090
93 C -3.977 -5.183 -3.214  C92 1.502, C94 1.532, H109 1.090, H110 1.090
94 C -2.621 -5.517 -2.585  N89 1.560, C93 1.532, H111 1.090, H112 1.090
95 H 0.677 -4.537 1.238  C86 1.090
96 H 1.595 -5.972 0.731  C86 1.090
97 H -0.035 -6.080 1.423  C86 1.090
98 H -0.055 -6.102 -1.178  C87 1.090
99 H 0.200 -4.396 -0.916  C87 1.090
100 H -1.793 -4.357 0.640  C88 1.090
101 H -2.255 -5.984 0.369  C88 1.090
102 H -3.009 -2.669 -2.171  C90 1.090
103 H -1.273 -3.401 -2.370  C90 1.090
104 H -1.760 -2.598 -0.923  C90 1.090
105 H -4.247 -3.689 -0.311  C91 1.090
106 H -4.171 -5.529 -0.176  C91 1.090
107 H -5.454 -3.858 -2.179  C92 1.090
108 H -5.634 -5.545 -2.019  C92 1.090
109 H -3.777 -4.405 -3.951  C93 1.090
110 H -4.490 -5.957 -3.784  C93 1.090
111 H -1.945 -5.297 -3.411  C94 1.090
112 H -2.529 -6.577 -2.349  C94 1.090
113 C 2.088 -0.508 -5.035  C114 1.581, H122 1.090, H123 1.090, H124 1.090
114 C 3.570 -0.385 -5.572  C113 1.581, C115 1.535, H125 1.090, H126 1.090
115 C 3.639 0.184 -6.996  C114 1.535, N116 1.491, H127 1.090, H128 1.090
116 N 4.955 0.368 -7.672  C115 1.491, C117 1.571, C118 1.603, C121 1.565
117 C 5.918 1.214 -6.763  N116 1.571, H129 1.090, H130 1.090, H131 1.090
118 C 5.530 -1.097 -7.974  N116 1.603, C119 1.547, H132 1.090, H133 1.090
119 C 4.957 -1.498 -9.354  C118 1.547, C120 1.485, H134 1.090, H135 1.090
120 C 5.071 -0.256 -10.158  C119 1.485, C121 1.554, H136 1.090, H137 1.090
121 C 4.797 0.885 -9.140  N116 1.565, C120 1.554, H138 1.090, H139 1.090
122 H 1.467 0.321 -5.374  C113 1.090
123 H 2.011 -0.437 -3.950  C113 1.090
124 H 1.642 -1.412 -5.450  C113 1.090
125 H 4.081 -1.328 -5.377  C114 1.090
126 H 4.033 0.297 -4.859  C114 1.090
127 H 3.179 1.166 -7.098  C115 1.090
128 H 3.078 -0.454 -7.680  C115 1.090
129 H 6.572 1.745 -7.454  C117 1.090
130 H 6.338 0.431 -6.132  C117 1.090
131 H 5.352 2.020 -6.296  C117 1.090
132 H 6.610 -0.985 -8.064  C118 1.090
133 H 5.405 -1.682 -7.063  C118 1.090
134 H 5.631 -2.277 -9.711  C119 1.090
135 H 3.880 -1.654 -9.291  C119 1.090
136 H 6.109 -0.150 -10.473  C120 1.090
137 H 4.422 -0.240 -11.034  C120 1.090
138 H 5.525 1.678 -9.313  C121 1.090
139 H 3.804 1.289 -9.338  C121 1.090

The spin multiplicity is 1. As for the HOMO energy: -15.933 eV. Its largest force on an atom is 4.2 eV/Å. As for the net charge: +4. The energy above the lowest of the compared OMol25 structures with the same formula, charge and spin comes out at 38.8 kcal/mol. As for the molecular weight: 703.20 g/mol.

Mulliken atomic charge list, values in e, 4 entries: 0.78 -0.65 -0.49 -0.57